No. 1
Computed, not measured: 2 unconnected molecules or ions with the total composition ClH3NOP in a non-equilibrium geometry, with ωB97M-V with the def2-TZVPD basis set.

Cartesian coordinates (Å):
H  0.186  -2.443  0.211
H  0.906  0.334  0.250
N  0.046  0.738  0.424
P  -0.230  -0.967  -1.522
H  0.060  1.736  0.116
O  -0.490  -2.183  -0.397
Cl  -2.113  -0.868  -2.276

## Properties
- HOMO level (alpha / beta): -9.474 / -8.276 eV
- Charge: 0
- Frontier orbital gap (alpha / beta): 0.325 / 0.284 hartree
- Lowest unoccupied orbital energy (alpha / beta): -0.6 / -0.5 eV

No. 2
Computed, not measured: 2 unconnected molecules or ions with the total composition ClH3NOP in a non-equilibrium geometry, with ωB97M-V with the def2-TZVPD basis set.

Cartesian coordinates (Å):
H  -0.344  1.838  0.565
P  -0.055  -0.357  0.759
H  0.289  -2.231  -0.441
O  -0.218  -1.372  -0.472
H  -1.494  0.936  -0.407
Cl  2.713  0.179  -0.373
N  -0.892  1.008  0.369

## Properties
- HOMO level: -8.770 eV
- Charge: 0
- Frontier orbital gap: 0.272 hartree
- Lowest unoccupied orbital energy: -1.4 eV

No. 3
Computed, not measured: 2 unconnected molecules or ions with the total composition ClH3NPS in a non-equilibrium geometry, with ωB97M-V with the def2-TZVPD basis set.

Cartesian coordinates (Å):
H  -1.108  1.604  0.465
S  1.083  -1.334  -0.053
H  -0.112  -0.905  0.361
N  -1.569  0.835  -0.104
P  -2.408  -0.072  0.836
H  1.633  -1.514  1.117
Cl  -3.242  -1.309  -0.571

## Properties
- HOMO level: -9.669 eV
- Charge: 0
- Frontier orbital gap: 0.325 hartree
- SMILES string: [H]/N=P/Cl.S
- Lowest unoccupied orbital energy: -0.8 eV

No. 4
Computed, not measured: 2 unconnected molecules or ions with the total composition ClH3P2 in a non-equilibrium geometry, with ωB97M-V with the def2-TZVPD basis set.

Cartesian coordinates (Å):
H  -2.540  -1.208  0.619
H  0.029  0.402  -0.078
Cl  -3.307  -0.574  -0.114
P  2.301  -1.092  -0.364
P  1.219  0.498  0.495
H  3.544  -1.139  0.388

## Properties
- HOMO level: -9.236 eV
- Charge: 0
- Frontier orbital gap: 0.293 hartree
- Lowest unoccupied orbital energy: -1.3 eV

No. 5
Computed, not measured: a molecular structure, ClH44NiO22 in a non-equilibrium geometry, with ωB97M-V with the def2-TZVPD basis set.

Cartesian coordinates (Å):
H  2.669  2.008  3.100
Ni  0.117  0.064  -0.334
O  -1.379  2.117  2.938
H  3.165  -0.377  -3.948
H  3.612  1.938  0.944
Cl  1.124  2.029  1.179
H  -2.041  3.717  0.072
O  0.966  -3.941  -1.561
H  -0.208  5.469  0.992
O  2.153  3.028  -2.652
H  -2.012  2.283  2.239
O  -2.503  -1.845  -3.724
O  0.218  -0.408  4.048
O  -2.423  -0.699  3.208
H  -0.574  1.331  -2.631
H  -1.528  -1.756  -2.158
H  -2.335  3.150  -3.514
H  3.093  3.016  -2.473
H  2.467  -3.247  -0.040
H  2.559  -0.446  -1.523
H  -0.666  -0.693  3.816
O  -4.322  -1.645  0.600
H  0.087  0.400  4.544
O  4.531  1.859  0.687
H  0.422  -4.698  -1.345
O  -0.529  4.811  1.608
H  3.404  -1.772  -3.409
H  -2.393  0.247  3.066
H  -5.001  -0.443  -2.324
H  -3.507  -0.434  -2.571
H  -1.810  -4.046  0.698
H  5.114  -1.277  0.920
H  0.918  1.587  -2.642
H  -2.771  -1.224  -4.401
H  -3.048  -2.617  -3.878
O  3.310  -0.860  -3.134
O  -4.211  0.075  -2.169
H  -1.354  -5.417  1.151
H  -2.389  -0.476  0.723
O  -1.991  2.552  -2.850
H  -0.527  2.288  2.536
H  -3.372  3.061  0.372
O  2.642  -3.265  0.901
H  -0.385  -2.445  -1.443
H  0.506  -1.098  2.263
O  2.127  -0.596  -0.682
H  -4.086  -2.149  1.378
H  3.348  2.598  4.318
O  3.180  1.768  3.873
O  0.347  -1.270  1.335
H  0.086  4.082  1.524
O  -1.794  0.163  0.330
O  0.246  1.041  -2.232
H  2.843  -0.789  -0.076
H  -4.229  -2.263  -0.125
H  -3.339  -0.880  3.419
O  -1.370  -4.498  1.418
O  4.203  -1.013  1.047
H  1.827  -4.313  -1.757
H  4.950  2.637  1.054
H  -2.746  2.348  -2.297
H  0.604  -2.184  1.213
O  -2.434  2.879  0.318
H  1.977  3.920  -2.953
O  -0.835  -1.603  -1.516
H  3.367  -2.652  1.022
H  4.252  -0.084  1.273
H  -2.323  0.956  0.234

## Properties
- HOMO level (alpha / beta): -11.855 / -11.825 eV
- Charge: +1
- Multiplicity: 3
- Frontier orbital gap (alpha / beta): 0.330 / 0.329 hartree
- Lowest unoccupied orbital energy (alpha / beta): -2.9 / -2.9 eV

No. 6
Computed, not measured: 2 unconnected molecules or ions with the total composition ClH4N2P in a non-equilibrium geometry, with ωB97M-V with the def2-TZVPD basis set.

Cartesian coordinates (Å):
P  2.415  -0.424  -0.551
H  -2.566  0.025  0.905
H  -1.389  1.131  1.372
H  -0.900  0.062  0.187
N  0.944  -0.741  -0.999
H  0.632  -1.627  -0.510
N  -1.597  0.168  1.045
Cl  2.462  1.406  -1.449

## Properties
- HOMO level (alpha / beta): -7.355 / -9.837 eV
- Charge: 0
- Multiplicity: 3
- Frontier orbital gap (alpha / beta): 0.299 / 0.227 hartree
- Lowest unoccupied orbital energy (alpha / beta): 0.8 / -3.7 eV

> Which of these has the highest charge?

ClH44NiO22

> Number 5 is which compound?

ClH44NiO22